# 1
ORCA calculation (the ωB97M-V functional and the def2-TZVPD basis) on a single C4H4OS molecule at a distorted geometry.

The geometry in XYZ format:
```
10
Properties=species:S:1:pos:R:3:forces:R:3
C -1.992813 -0.500168 0.132058 -1.2 -0.2 1.3
C -0.577996 -0.130339 -0.197630 6.7 -0.6 -3.0
C 0.692840 -0.107739 -0.626217 -5.8 0.2 3.9
C 2.167206 0.181544 -0.210447 -1.6 -0.4 0.1
H -2.844625 -0.031756 -0.431646 1.3 0.6 0.4
H -2.174574 -0.240267 1.288386 0.4 -0.8 -2.6
H -2.303371 -1.572973 -0.102957 1.3 1.0 0.8
H 1.413109 1.857361 0.039213 -1.1 0.7 -0.1
O 2.293661 1.518081 0.082551 1.2 -2.1 -0.3
S 3.326567 -0.973745 0.026689 -1.3 1.5 -0.5
```
Positions in Å, forces in eV/Å.

spin multiplicity	1
energy above the lowest of the compared OMol25 structures with the same formula, charge and spin	79.2	kcal/mol
SMILES	CC#CC(O)=S
electronic energy	-17091.7090	eV
total charge	0
lowest unoccupied orbital energy	-0.47	eV


# 2
ORCA calculation (the ωB97M-V functional and the def2-TZVPD basis) on a single C4H8O2 molecule.

The geometry in XYZ format:
```
14
Properties=species:S:1:pos:R:3:forces:R:3
C 1.334406 -0.888128 -0.341357 0.0 0.0 -0.1
C 0.716066 0.337858 0.369706 -0.1 -0.1 0.1
O 1.496246 1.483402 0.137724 0.0 0.1 -0.1
C -0.702271 0.603220 -0.142722 0.0 0.2 -0.3
O -0.861582 1.486446 -0.962656 0.0 -0.3 0.3
C -1.854670 -0.241194 0.342978 0.0 0.0 0.0
H 0.671262 -1.355666 -1.077817 0.1 0.1 0.1
H 1.672758 -1.658980 0.356196 -0.1 0.1 -0.1
H 2.203948 -0.484394 -0.866626 -0.1 -0.3 0.0
H 0.684466 0.167238 1.452520 0.0 0.1 -0.1
H 1.076234 1.918476 -0.625518 0.1 0.1 0.2
H -1.856452 -1.210708 -0.168826 0.1 0.1 0.1
H -2.787522 0.275858 0.107536 0.1 -0.1 0.0
H -1.792889 -0.433428 1.418867 0.1 0.0 -0.2
```
Positions in Å, forces in eV/Å.

spin multiplicity	1
energy above the lowest of the compared OMol25 structures with the same formula, charge and spin	19.5	kcal/mol
SMILES	CC(=O)[C@@H](C)O
electronic energy	-8372.4367	eV
total charge	0
lowest unoccupied orbital energy	0.90	eV


# 3
ORCA calculation (the ωB97M-V functional and the def2-TZVPD basis) on a single C6H8N2O2 molecule at a distorted geometry.

The geometry in XYZ format:
```
18
Properties=species:S:1:pos:R:3:forces:R:3
C -2.194940 1.210160 0.573507 0.3 0.0 -0.1
C -2.484173 -0.144719 0.853455 0.3 0.2 -0.1
C 0.802297 -0.921275 -0.084652 -1.7 2.2 0.3
C -0.906534 1.237766 0.151090 1.8 -1.8 -0.3
C 0.000766 2.305331 -0.331044 0.0 0.1 0.0
C 1.620509 -3.087176 -0.034010 0.6 -0.1 -0.2
N -1.459450 -0.911257 0.623588 -0.4 -0.6 0.2
N -0.441958 -0.134309 0.187117 -0.7 0.0 0.2
O 1.824134 -0.416820 -0.443728 0.1 -0.1 0.0
O 0.541248 -2.181556 0.148378 0.0 -0.2 0.0
H -2.845390 2.053941 0.677025 -0.1 0.2 0.0
H -3.405861 -0.561630 1.209343 -0.2 -0.1 0.1
H -0.239415 3.251118 0.147021 0.0 0.1 0.0
H -0.102285 2.424585 -1.409556 0.1 0.1 -0.1
H 1.033164 2.039264 -0.120546 0.1 0.1 0.0
H 1.990523 -3.039472 -1.060555 0.0 0.0 0.1
H 1.219612 -4.073503 0.180690 0.0 0.1 0.0
H 2.438181 -2.849124 0.650173 -0.1 0.0 -0.1
```
Positions in Å, forces in eV/Å.

spin multiplicity	1
energy above the lowest of the compared OMol25 structures with the same formula, charge and spin	27.0	kcal/mol
SMILES	COC(=O)n1nccc1C
electronic energy	-13426.2024	eV
total charge	0
lowest unoccupied orbital energy	0.91	eV